{"formula": "C26H22FN9O3", "method": "ωB97M-V with the def2-TZVPD basis set", "energy_ha": -1822.27061, "max_force_ha_per_bohr": 0.03788, "lumo_ha": 0.0095, "smiles": "Nc1nonc1-n1nnc(C(=O)N/N=C/c2ccc(OCc3ccccc3F)cc2)c1CNc1ccccc1", "homo_ev": -8.06, "species": ["F", "O", "O", "O", "N", "N", "N", "N", "N", "N", "N", "N", "N", "C", "C", "C", "C", "C", "C", "C", "C", "C", "C", "C", "C", "C", "C", "C", "C", "C", "C", "C", "C", "C", "C", "C", "C", "C", "C", "H", "H", "H", "H", "H", "H", "H", "H", "H", "H", "H", "H", "H", "H", "H", "H", "H", "H", "H", "H", "H", "H"], "coordinates": [[-2.3277, -1.8823, -5.5067], [-0.9305, -3.1796, -3.5498], [-1.7015, 2.0750, 4.6482], [5.0604, 2.9967, 1.8410], [-1.8877, 0.3245, 1.6692], [-0.4647, 2.8700, 1.5186], [1.6173, 2.7347, 1.9428], [-2.2701, 0.8477, 2.8440], [0.9304, 0.4191, 4.7405], [2.7966, 3.9432, -0.5849], [0.6826, 3.1748, 1.0753], [3.9429, 2.6232, 2.4704], [4.7972, 3.5583, 0.6353], [0.9915, -0.9997, 2.7543], [-0.5755, -2.8120, 2.5532], [-0.5887, -1.3770, -1.9350], [-0.4843, 1.1525, -6.1216], [-1.2611, -2.4950, -2.4270], [-1.3073, -1.0036, -5.5166], [-0.0798, -1.3669, -4.9745], [-1.1325, -2.4518, 3.7697], [3.4951, 3.5414, 0.4848], [1.0105, 2.1334, 3.0050], [0.4351, -0.6271, 3.9785], [-1.5230, 0.2408, -6.0809], [0.1355, -2.7275, -4.3555], [2.9507, 2.9331, 1.6841], [-1.0156, -0.7738, -0.7710], [-1.4852, 1.7381, 3.5015], [-2.1164, -1.2622, -0.0666], [1.7160, 1.4672, 4.1384], [0.4887, -2.0815, 2.0566], [-0.6364, -1.3742, 4.4743], [-2.5377, -0.6466, 1.1677], [0.7533, 0.8116, -5.6026], [-0.3369, 2.2260, 2.7014], [-2.3669, -2.9880, -1.7280], [-2.7874, -2.3807, -0.5684], [0.9483, -0.4337, -5.0330], [-3.6428, -2.7735, -0.0383], [1.9155, -0.6929, -4.6262], [1.7927, 3.9903, -0.4767], [3.2650, 4.4875, -1.2863], [0.2782, 0.7456, 5.4407], [1.5683, 1.5181, -5.6366], [1.9474, 2.2080, 4.9100], [-1.9645, -3.0128, 4.1714], [-0.5047, 0.0930, -0.3839], [2.6716, 1.0665, 3.7821], [-3.4204, -1.0674, 1.6650], [-0.9691, -3.6484, 1.9961], [1.8235, -0.4509, 2.3410], [0.9278, -2.3501, 1.1071], [-0.6417, 2.1257, -6.5600], [1.0777, -2.7315, -3.7902], [-1.0788, -1.0895, 5.4189], [0.2044, -3.4817, -5.1482], [-2.8765, -3.8507, -2.1267], [-3.0751, 0.4616, 3.3461], [-2.4964, 0.4738, -6.4825], [0.2629, -0.9688, -2.4555]], "mulliken_charge": [-0.3296, -0.4365, -0.6492, -0.1248, 0.1442, -0.6752, 0.4950, -0.2260, -0.2481, -0.3515, -0.8643, -0.3187, -0.5551, -0.2300, -0.5864, -0.1028, -0.3362, 0.8463, 0.6350, 0.3115, -0.6738, 0.2804, 1.0821, 0.2316, -0.6792, -0.8250, 0.9437, -1.0805, -0.7428, 0.8405, -0.9050, -0.6566, -0.3065, -0.6519, -0.7668, 0.5892, -0.6612, -0.7874, -0.2330, 0.3764, 0.3798, 0.2591, 0.2391, 0.3872, 0.4040, 0.4134, 0.4127, 0.5338, 0.5016, 0.2944, 0.4642, 0.4184, 0.4350, 0.3870, 0.4171, 0.3743, 0.3155, 0.4778, 0.3212, 0.4471, 0.3456]}

=====

{"formula": "C26H22FeN6O2", "method": "ωB97M-V with the def2-TZVPD basis set", "energy_ha": -2746.53313, "max_force_ha_per_bohr": 0.02050, "lumo_ha": [-0.1232, -0.1254], "multiplicity": 2, "s_squared": 0.7727, "relative_energy_kj_mol": 0.0, "total_charge": 1, "homo_ev": [-11.17, -11.20], "species": ["Fe", "O", "O", "N", "N", "N", "N", "N", "N", "C", "C", "C", "C", "C", "C", "C", "C", "C", "C", "C", "C", "C", "C", "C", "C", "C", "C", "C", "C", "C", "C", "C", "C", "C", "C", "H", "H", "H", "H", "H", "H", "H", "H", "H", "H", "H", "H", "H", "H", "H", "H", "H", "H", "H", "H", "H", "H"], "coordinates": [[0.1717, -0.1636, 0.1816], [-3.0846, 2.1178, 0.7347], [1.5814, -1.1775, -0.8745], [-1.0513, -0.5029, 1.7813], [-1.2271, 1.1048, -0.1803], [-1.0069, -1.1738, -1.0481], [1.2349, 1.1172, -0.8388], [1.4153, 0.7951, 1.6240], [1.3914, 0.7010, -2.1525], [2.0141, 1.9085, 1.1440], [-1.7376, 1.0373, -1.5376], [1.8138, -1.4120, -3.2457], [-2.1023, 1.4025, 0.7990], [-1.6293, -1.4020, 3.9048], [2.1216, -2.9935, -5.5050], [2.7016, 2.7859, 1.9603], [-2.5424, 0.6958, 3.2027], [1.9205, -1.6244, -5.6376], [1.6014, -0.5924, -2.0360], [-1.5478, -3.1261, -2.2823], [2.2685, 1.3206, 3.7903], [-1.7085, -0.4203, -1.9050], [1.7704, -0.8323, -4.5123], [2.1774, -3.5700, -4.2440], [-0.9135, -2.4959, -1.2359], [1.5689, 0.5078, 2.9140], [-1.8547, 0.5444, 2.0150], [-2.4164, -0.2873, 4.1701], [2.0213, 1.9718, -0.3284], [2.8196, 2.4957, 3.3116], [-2.2588, -2.3508, -3.1905], [-0.9537, -1.4680, 2.7017], [3.0047, 2.7673, -1.1160], [-2.3371, -0.9833, -3.0031], [2.0226, -2.7808, -3.1148], [-2.9423, -0.2022, 5.1117], [-2.8828, -0.3501, -3.6890], [2.2429, -3.6087, -6.3870], [2.6462, 2.8951, -2.1333], [1.6162, 0.2342, -4.6036], [-0.2934, -3.0395, -0.5357], [-1.5394, -2.2107, 4.6159], [3.3506, 3.1672, 3.9725], [-2.7575, 1.4254, -1.5643], [-1.4626, -4.1966, -2.3983], [2.0726, -3.2132, -2.1243], [3.9549, 2.2294, -1.1584], [1.8861, -1.1748, -6.6211], [-0.3251, -2.3158, 2.4549], [2.3681, 1.0269, 4.8252], [-1.1336, 1.6111, -2.2444], [-3.1845, 1.5576, 3.3206], [3.1529, 3.6730, 1.5414], [-2.7460, -2.8138, -4.0383], [3.1836, 3.7405, -0.6632], [1.1153, -0.4061, 3.2707], [2.3474, -4.6335, -4.1407]], "lowdin_spin": [1.0043, -0.0006, 0.0356, 0.0033, -0.0256, -0.0155, -0.0040, -0.0079, -0.0006, 0.0006, -0.0035, 0.0002, 0.0002, 0.0010, 0.0011, -0.0007, -0.0009, -0.0001, 0.0059, -0.0008, -0.0008, -0.0008, 0.0008, -0.0001, 0.0009, 0.0008, 0.0014, 0.0014, -0.0033, 0.0014, 0.0013, 0.0054, -0.0011, -0.0006, 0.0013, 0.0001, -0.0001, 0.0001, -0.0001, 0.0000, 0.0003, 0.0001, 0.0001, -0.0011, -0.0001, 0.0002, -0.0002, 0.0000, 0.0011, -0.0001, 0.0000, -0.0002, -0.0001, 0.0001, -0.0001, 0.0002, 0.0000]}

=====

{"formula": "C26H22N2O8", "method": "ωB97M-V with the def2-TZVPD basis set", "energy_ha": -1715.36743, "max_force_ha_per_bohr": 0.01996, "lumo_ha": -0.0003, "smiles": "COc1ccc2c(=O)c3c(=O)n(Cc4ccco4)c(-c4cc(OC)c(OC)c(OC)c4)nc3oc2c1", "relative_energy_kj_mol": 414.2, "homo_ev": -8.53, "species": ["O", "O", "O", "O", "O", "O", "O", "O", "N", "N", "C", "C", "C", "C", "C", "C", "C", "C", "C", "C", "C", "C", "C", "C", "C", "C", "C", "C", "C", "C", "C", "C", "C", "C", "C", "C", "H", "H", "H", "H", "H", "H", "H", "H", "H", "H", "H", "H", "H", "H", "H", "H", "H", "H", "H", "H", "H", "H"], "coordinates": [[4.1039, -2.8538, -1.2559], [7.4341, 2.3445, 0.1786], [-1.3858, -4.7566, 0.4221], [-3.5798, 2.3681, 1.6167], [2.9003, 0.9279, -0.2078], [-4.4636, 0.4211, -2.7121], [1.3560, -3.4601, -1.2199], [-5.3594, 1.9843, -0.4553], [-0.0510, -1.7152, -0.8703], [0.7350, 0.4220, -0.3865], [-3.7364, 0.6493, -1.5898], [-1.1264, -3.4375, 0.4289], [6.0595, -0.8641, -0.7038], [-1.1261, -2.6952, -0.8711], [3.7345, -1.7428, -0.9388], [-2.4747, 0.0521, -1.6264], [6.9460, 0.1429, -0.4275], [4.2246, 0.6229, -0.2905], [-5.7804, 0.9046, -2.8729], [2.0027, -0.0274, -0.4713], [-0.2418, -0.4063, -0.6104], [-1.5933, 0.1793, -0.5685], [-1.0111, -4.1552, 2.5283], [-6.1096, 1.9880, 0.7439], [-2.6775, 2.5969, 2.6731], [-3.1894, 1.5668, 0.5841], [6.4806, 1.4206, -0.0743], [-1.3150, -5.1835, 1.6926], [7.0386, 3.6487, 0.5371], [1.2580, -2.2811, -0.9950], [4.6783, -0.6472, -0.6413], [-0.8892, -3.0104, 1.7031], [5.1155, 1.6558, -0.0068], [-4.1192, 1.3960, -0.4643], [2.3301, -1.3248, -0.8100], [-1.9476, 0.9539, 0.5297], [-0.6527, -2.0123, 2.0128], [6.4587, 3.6497, 1.4650], [-5.8270, 1.9904, -2.7829], [-1.7565, 3.0685, 2.3188], [-5.9841, 1.0544, 1.2974], [-0.8862, -4.1992, 3.5905], [6.4557, 4.1226, -0.2583], [4.7027, 2.6153, 0.2566], [-0.9395, -3.4123, -1.6758], [6.3965, -1.8521, -0.9773], [-1.4968, -6.2242, 1.8717], [-5.8376, 2.8272, 1.3860], [-6.4674, 0.4498, -2.1558], [7.9622, 4.2046, 0.6881], [-2.2094, -0.4819, -2.5250], [-2.4355, 1.6709, 3.2036], [-7.1503, 2.0893, 0.4338], [8.0113, -0.0149, -0.4734], [-1.2278, 1.0792, 1.3190], [-2.0797, -2.1907, -1.0315], [-6.0641, 0.6061, -3.8823], [-3.1931, 3.2753, 3.3514]], "mulliken_charge": [-0.6542, -0.4472, -0.3774, -0.4237, -0.5651, -0.4299, -0.6619, -0.5357, 0.0968, -0.6387, -0.0616, 0.1353, -0.7953, -0.6778, -0.0474, -0.5712, -0.6905, -0.2597, -0.7529, 1.2503, 0.3790, -0.6812, -0.7046, -0.7585, -0.9316, 0.7233, 0.9822, -0.4791, -0.8034, 0.0012, 0.0984, -0.1988, -0.2045, 1.1591, 0.5524, -0.5754, 0.5737, 0.3224, 0.2812, 0.3616, 0.3208, 0.4348, 0.3239, 0.5472, 0.2802, 0.5007, 0.4766, 0.2320, 0.2715, 0.2355, 0.6632, 0.3622, 0.3102, 0.4597, 0.5309, 0.5315, 0.2897, 0.2394]}

=====

{"formula": "C26H22N5S5Ti", "method": "ωB97M-V with the def2-TZVPD basis set", "energy_ha": -4118.06160, "max_force_ha_per_bohr": 0.05073, "lumo_ha": -0.1486, "relative_energy_kj_mol": 40.0, "total_charge": 1, "homo_ev": -10.45, "species": ["Ti", "S", "S", "S", "S", "S", "N", "N", "N", "N", "N", "C", "C", "C", "C", "C", "C", "C", "C", "C", "C", "C", "C", "C", "C", "C", "C", "C", "C", "C", "C", "C", "C", "C", "C", "C", "C", "H", "H", "H", "H", "H", "H", "H", "H", "H", "H", "H", "H", "H", "H", "H", "H", "H", "H", "H", "H", "H", "H"], "coordinates": [[10.3560, 9.4713, 10.7010], [12.2440, 8.2530, 11.3445], [10.2543, 11.9793, 10.3204], [8.2274, 9.8971, 9.0592], [9.6289, 7.1823, 10.8024], [12.2273, 10.1622, 8.9040], [8.7268, 9.5452, 12.0598], [7.6603, 8.7206, 11.9653], [10.3269, 8.4391, 7.6612], [7.0523, 6.6348, 11.3060], [10.9203, 10.7714, 12.5898], [7.9990, 7.6034, 11.3983], [11.4407, 8.5850, 6.9140], [12.1673, 12.4149, 13.7786], [9.1503, 8.3416, 7.0560], [9.8721, 12.0878, 14.2294], [11.0383, 12.7738, 14.4910], [8.7837, 11.2574, 8.0497], [9.0285, 8.2251, 5.6863], [12.0510, 11.3598, 12.8902], [12.6499, 8.7815, 7.7473], [9.5440, 13.5251, 6.6843], [9.6993, 12.1258, 8.6167], [15.9728, 10.7097, 10.3186], [7.9257, 8.5130, 7.9510], [8.6352, 10.4308, 12.9533], [11.3371, 8.6365, 5.5181], [14.8114, 9.2479, 11.8607], [14.8378, 10.7074, 9.4973], [9.8491, 11.1600, 13.2447], [8.2865, 11.4978, 6.7607], [10.1547, 8.3589, 4.9165], [13.6904, 9.2622, 11.0263], [10.1385, 13.2462, 7.8874], [15.9186, 9.9789, 11.4831], [8.6987, 12.6164, 6.0773], [13.6803, 10.0650, 9.8928], [16.7802, 9.9997, 12.1784], [7.6903, 7.6776, 8.6053], [7.7601, 10.4610, 13.5985], [7.5454, 10.8220, 6.3204], [14.9510, 11.2805, 8.5526], [7.0514, 8.7870, 7.3449], [10.1008, 8.3740, 3.8334], [12.2418, 8.8388, 4.9328], [8.9911, 12.2802, 14.8085], [8.2077, 12.8123, 5.1388], [12.9626, 11.0110, 12.4583], [13.5336, 9.1235, 7.1761], [8.0604, 8.0111, 5.2660], [12.9742, 7.8634, 8.2256], [11.0762, 13.5566, 15.2309], [10.8943, 13.8730, 8.3494], [7.2797, 5.6554, 11.0965], [6.1941, 6.8654, 11.8263], [16.9463, 11.1018, 10.0686], [9.8849, 14.4350, 6.1690], [13.1227, 12.8848, 13.9476], [14.8444, 8.5884, 12.7094]], "mulliken_charge": [0.2337, -0.3623, -0.2249, -0.0462, -0.3571, 0.0410, 1.4698, -1.4061, 0.1851, -0.3834, 0.4895, 0.4295, 0.3066, -0.9821, 0.3771, -0.9350, -0.4876, 0.4073, -0.9061, 0.3871, -0.6308, -0.7088, 0.6167, -0.8825, -0.7396, -0.8494, -0.8885, -0.5658, -0.3899, 1.0505, -0.4794, -0.5088, 0.2887, -0.7332, -0.3839, -0.7541, 0.4055, 0.3526, 0.4850, 0.4041, 0.3987, 0.4009, 0.5320, 0.4230, 0.4071, 0.4796, 0.4261, 0.0335, 0.4853, 0.5038, 0.4115, 0.4520, 0.4868, 0.2555, 0.2583, 0.3995, 0.3318, 0.4997, 0.4906]}